1.
118
Properties=species:S:1:pos:R:3:mulliken_charge:R:1 method="wB97M-V/def2-TZVPD" e_tot_ha=-3003.4564 total_charge=0 smiles="COB(O)N(CCOCCOc1ccc(C(C)(C)CC(C)(C)C)cc1)S(=O)(=O)F.CCOC(C)=O.CCOC(C)=O.CCOC(C)=O.CCOC(C)=O"
C 1.6328 0.1169 3.0373 -0.658
O 1.9890 -0.1143 1.6469 -0.349
B 1.3654 0.8894 0.7875 0.262
O 0.1872 0.5029 0.0754 -0.078
N 2.0646 2.2181 0.7057 0.176
C 1.1775 3.3232 0.2276 -0.606
C 0.5986 4.2407 1.4451 -0.836
O -0.7360 4.7286 1.1601 0.039
C -0.6678 5.9140 0.2975 -0.521
C -2.1431 6.4435 -0.1008 -0.335
O -2.6191 5.9296 -1.3809 -0.532
C -3.1476 4.6226 -1.0700 0.077
C -2.2458 3.4221 -1.4167 -0.328
C -2.6498 1.9605 -1.1030 0.205
C -4.0214 1.6830 -0.4162 -0.296
C -4.4533 0.1740 -0.0297 2.221
C -3.1786 -0.7894 -0.0914 -1.393
C -5.4020 -0.2964 -1.2796 -1.600
C -5.3626 0.0537 1.2699 -1.735
C -4.6833 0.3239 2.6830 1.997
C -5.9007 0.2636 3.7787 -1.522
C -4.0111 1.7645 2.8843 -1.390
C -3.6219 -0.7744 3.1798 -1.132
C -4.9401 2.8969 -0.1074 -0.336
C -4.5239 4.3547 -0.4282 -0.724
S 3.4311 1.9959 -0.3325 1.101
O 4.3047 3.2007 -0.2013 -0.571
O 2.9283 1.7534 -1.7371 -0.555
F 4.3507 0.6604 0.0858 -0.223
H 2.2233 1.0464 3.3803 0.228
H 2.0533 -0.7822 3.6280 0.223
H 0.5088 0.2014 3.2242 0.229
H 0.3328 -0.4022 -0.3035 0.200
H 1.8539 4.0418 -0.3761 0.494
H 0.3489 3.0071 -0.4867 0.170
H 1.3306 5.1011 1.6907 0.287
H 0.5802 3.5774 2.3789 0.310
H -0.2193 6.7540 0.9568 0.346
H 0.0225 5.7708 -0.5994 0.332
H -2.8228 6.1155 0.7729 0.110
H -2.1776 7.5915 -0.0953 0.299
H -1.2384 3.6130 -1.9049 0.516
H -1.9016 1.1533 -1.3985 0.185
H -2.7941 -0.9366 -1.1716 0.569
H -2.2988 -0.4661 0.5569 -0.134
H -3.4609 -1.8551 0.2613 0.240
H -6.4046 0.2657 -1.2366 0.335
H -4.8467 0.0159 -2.2266 0.385
H -5.5320 -1.4283 -1.2481 0.397
H -5.8008 -1.0167 1.2910 0.338
H -6.2363 0.7866 1.1543 0.340
H -6.0721 -0.8457 4.0529 0.360
H -6.8402 0.7496 3.3536 0.359
H -5.5275 0.8623 4.6778 0.353
H -4.8483 2.5626 2.8647 0.281
H -3.5871 1.8188 3.9606 0.518
H -3.1648 2.0109 2.1633 0.011
H -2.5835 -0.4603 2.7788 -0.084
H -3.8944 -1.7995 2.7643 0.285
H -3.5788 -0.7597 4.3301 0.455
H -5.9542 2.7155 0.3717 0.267
H -5.2248 5.2141 -0.1867 0.408
O -1.9378 9.4160 1.8299 -0.564
C -2.0847 8.8778 2.9053 0.867
O -2.0592 7.5369 2.9971 -0.263
C -2.0185 6.8098 4.2335 -0.295
C -3.4127 6.5939 4.7843 -1.076
C -2.3923 9.6892 4.1330 -1.206
H -1.3525 7.2924 4.9529 0.404
H -1.5707 5.8398 4.0018 0.197
H -3.9046 7.5413 5.0180 0.314
H -3.3793 5.9877 5.6926 0.378
H -4.0394 6.0864 4.0465 0.298
H -3.4664 9.8744 4.1816 0.263
H -1.8667 10.6427 4.0572 0.335
H -2.0546 9.2279 5.0590 0.356
O -0.7049 -3.2256 -2.1249 -0.581
C 0.1975 -3.7071 -1.4752 0.762
O 1.1585 -2.9139 -0.9653 -0.288
C 2.1491 -3.3482 -0.0210 -0.467
C 3.3423 -3.9588 -0.7256 -0.799
C 0.3150 -5.1951 -1.3078 -0.768
H 1.7154 -4.0168 0.7265 0.360
H 2.4699 -2.4521 0.5172 0.272
H 3.0632 -4.8530 -1.2892 0.202
H 4.1185 -4.2306 -0.0060 0.352
H 3.7629 -3.2510 -1.4452 0.329
H 0.8373 -5.6144 -2.1708 0.045
H -0.6904 -5.6172 -1.2560 0.319
H 0.8186 -5.4944 -0.3904 0.340
O 2.4149 -6.2227 -3.5309 -0.634
C 2.6821 -5.5962 -4.5369 0.822
O 1.7003 -5.0380 -5.2618 -0.369
C 1.9172 -4.1162 -6.3403 -0.372
C 2.1553 -4.8496 -7.6439 -0.998
C 4.0975 -5.5172 -5.0360 -0.523
H 2.7179 -3.4122 -6.1019 0.341
H 1.0022 -3.5245 -6.4237 0.351
H 3.0563 -5.4663 -7.6001 0.275
H 2.2589 -4.1432 -8.4707 0.366
H 1.3221 -5.5231 -7.8599 0.301
H 4.3167 -6.4005 -5.6376 0.304
H 4.7666 -5.4953 -4.1756 -0.239
H 4.3105 -4.6174 -5.6096 0.302
O 7.2012 -6.1981 -3.6921 -0.565
C 7.1771 -6.4432 -2.5055 0.596
O 8.2897 -6.8642 -1.8798 -0.371
C 8.4179 -6.9842 -0.4560 -0.362
C 7.9104 -8.3277 0.0252 -0.915
C 5.8868 -6.3738 -1.7364 -0.228
H 7.9377 -6.1461 0.0549 0.350
H 9.4861 -6.9056 -0.2386 0.309
H 6.8457 -8.4545 -0.1847 0.254
H 8.0668 -8.4366 1.1010 0.344
H 8.4322 -9.1386 -0.4891 0.300
H 5.3489 -7.3165 -1.8491 0.211
H 5.2824 -5.5644 -2.1482 -0.242
H 6.0187 -6.1473 -0.6801 0.336

=====

2.
120
Properties=species:S:1:pos:R:3:lowdin_spin:R:1 method="wB97M-V/def2-TZVPD" e_tot_ha=-3743.3012 total_charge=+1 spin_multiplicity=2
C 2.9416 -1.8212 -5.3221 0.000
C 1.5170 -1.5013 -4.8884 0.000
O 0.7263 -2.2878 -5.7534 0.000
C 1.4435 -3.3034 -6.2809 0.000
O 0.9520 -4.2384 -6.9217 0.000
O 2.7614 -3.0012 -6.0636 0.000
H 3.6402 -2.0398 -4.5144 0.000
H 3.2246 -0.9843 -5.9604 0.000
H 1.3268 -0.4718 -5.1919 0.000
H 1.2070 -1.7023 -3.8629 0.000
C 2.1776 3.2469 -1.6608 0.000
C 3.4085 2.6119 -1.1823 0.000
O 3.6158 1.5557 -2.1468 0.000
C 2.6899 1.6426 -3.1567 0.000
O 2.7105 0.9540 -4.1794 0.000
O 2.0024 2.7898 -2.9892 0.000
H 2.3048 4.3274 -1.5938 0.000
H 1.3923 2.8399 -1.0238 0.000
H 3.3778 2.1964 -0.1751 0.000
H 4.2596 3.2840 -1.0729 0.000
C -3.5105 1.2037 1.9022 0.000
C -4.9925 1.5469 2.2108 0.000
O -5.0794 2.9391 2.1833 0.000
C -3.8403 3.4705 2.2375 0.000
O -3.5357 4.6949 2.2677 0.000
O -2.9103 2.5398 2.1174 0.000
H -3.2424 0.9023 0.8896 0.000
H -3.0291 0.4920 2.5729 0.000
H -5.3374 1.1111 3.1484 0.000
H -5.5756 1.0340 1.4459 0.000
C -0.7732 1.1177 -4.8135 0.000
C -1.6304 0.2264 -5.6975 0.000
C -3.1526 0.3631 -5.4583 0.000
C -4.0668 -0.2145 -6.4173 0.000
N -4.7689 -0.5944 -7.2517 0.000
H -1.2500 2.0835 -4.6463 0.000
H 0.2108 1.2999 -5.2456 0.000
H -0.6900 0.7856 -3.7786 0.000
H -1.2133 -0.7769 -5.6110 0.000
H -1.3539 0.5790 -6.6911 0.000
H -3.5074 1.3925 -5.4072 0.000
H -3.4079 -0.0378 -4.4774 0.000
C -0.9703 -4.7832 1.7730 0.000
C -2.0577 -5.2274 2.6762 0.000
C -1.6908 -5.0899 4.1359 0.000
C -0.6018 -5.9883 4.6410 0.000
N 0.2540 -6.6760 4.9546 0.000
H 0.0737 -5.0415 1.9502 0.000
H -1.0597 -3.7351 1.4875 0.000
H -1.2365 -5.2317 0.8159 0.000
H -2.4067 -6.2493 2.5282 0.000
H -2.9298 -4.5988 2.4961 0.000
H -2.5650 -5.2049 4.7767 0.000
H -1.3041 -4.0887 4.3260 0.000
C -4.0959 -4.1529 -0.5519 0.000
C -3.5637 -2.7451 -0.2163 0.000
C -4.1964 -1.5827 -0.9280 0.000
C -5.6854 -1.3738 -0.6994 0.000
N -6.8281 -1.3227 -0.5648 0.000
H -3.9456 -4.4271 -1.5961 0.000
H -5.1792 -4.2347 -0.4635 0.000
H -3.8463 -4.9813 0.1110 0.000
H -2.5162 -2.6589 -0.5052 0.000
H -3.6718 -2.6286 0.8620 0.000
H -4.1040 -1.6609 -2.0112 0.000
H -3.7025 -0.6448 -0.6740 0.000
C 1.5095 -1.7217 0.0010 0.000
C 1.8081 -0.2692 0.2626 0.000
C 0.5668 0.5736 0.7936 0.000
C -0.4866 0.4792 -0.2148 0.000
N -1.3531 0.3838 -0.9676 0.000
H 0.8377 -2.1284 0.7568 0.000
H 2.4617 -2.2511 -0.0343 0.000
H 0.9378 -1.8047 -0.9234 0.000
H 2.0837 0.1595 -0.7009 0.000
H 2.6781 -0.2428 0.9187 -0.001
H 0.8546 1.6161 0.9291 0.000
H 0.1839 0.1475 1.7210 0.000
C 3.7320 -4.7629 3.1247 0.001
C 4.3220 -3.6791 2.2594 0.001
C 4.3195 -2.3398 2.9454 0.004
C 5.1162 -2.2550 4.1576 0.005
N 5.6584 -2.1495 5.1820 0.016
H 2.6904 -4.5972 3.3999 0.000
H 4.2796 -4.8919 4.0583 0.000
H 3.7819 -5.7111 2.5895 0.000
H 3.7429 -3.6111 1.3385 0.000
H 5.3153 -4.0198 1.9672 0.000
H 3.3412 -1.9598 3.2400 0.000
H 4.8539 -1.6641 2.2776 0.002
C 2.1500 5.8372 2.8946 0.002
S 1.7891 5.0053 1.2559 0.005
O 2.6715 3.7733 1.3686 0.016
C 0.0845 4.4827 1.6674 0.001
H 3.1287 6.3130 2.9582 0.000
H 1.9944 5.1322 3.7112 0.000
H 1.2442 6.4164 3.0735 0.000
H -0.4611 5.3501 2.0388 0.000
H 0.2277 3.8481 2.5420 0.000
H -0.1622 3.9480 0.7501 0.000
C -4.4317 4.7944 -1.5401 0.000
S -2.6248 5.0070 -1.9190 0.000
O -2.0226 5.6724 -0.6944 0.000
C -2.2104 3.2211 -1.6930 0.000
H -4.6368 4.1805 -0.6630 0.000
H -4.9179 4.3399 -2.4032 0.000
H -4.7931 5.8227 -1.5360 0.000
H -2.5281 2.4355 -2.3786 0.000
H -2.5997 2.9580 -0.7094 0.000
H -1.1302 3.0918 -1.6264 0.000
C 2.9386 2.1789 4.3542 0.051
S 4.1260 0.8386 3.9763 0.221
O 4.2400 0.7535 2.4504 0.611
C 5.6294 1.8400 4.5902 0.054
H 3.1092 2.4607 5.3932 0.001
H 1.8908 1.8838 4.2984 0.000
H 3.1753 3.0976 3.8175 0.004
H 6.5486 1.3040 4.3537 0.000
H 5.5261 1.9937 5.6643 0.001
H 5.6162 2.7918 4.0591 0.004